(1)
The following is a DFT calculation (the ωB97M-V functional and the def2-TZVPD basis) of C48H42CrF2GeNOSSi as an isolated structure.

The geometry in XYZ format:
```
98
Properties=species:S:1:pos:R:3:forces:R:3
C 1.35698 -1.00722 -4.42807 -0.027 0.009 0.019
H 1.60977 0.90403 2.59835 -0.003 -0.014 0.013
H -2.87367 -0.78620 4.50400 0.001 0.002 0.002
C -2.46336 1.20329 -5.11559 -0.003 -0.001 0.007
C -1.95472 0.85003 5.58404 0.006 0.008 0.004
H 0.39410 3.75004 0.76392 0.006 0.004 -0.012
Si 3.25820 -0.68535 0.29021 -0.036 -0.017 0.018
H -3.53125 2.84495 -0.56088 -0.008 -0.003 -0.001
C -0.03041 3.66304 4.10522 -0.006 -0.002 0.002
H -2.02496 -6.15477 1.57624 -0.002 0.001 0.000
C 4.08488 -1.71321 1.60801 -0.008 -0.006 0.020
C 2.93170 -0.91759 -6.22403 0.003 -0.013 -0.015
C 3.83054 -1.19580 -1.42610 0.000 -0.015 -0.020
H -0.32205 1.33298 -5.21053 -0.002 -0.001 0.008
H 3.52124 -0.47348 -2.18259 -0.019 0.007 -0.010
C 3.98423 1.67869 1.72485 0.011 -0.008 0.004
H 2.95869 -2.62967 -7.50785 0.001 -0.001 0.002
H 3.73360 -1.43400 2.60141 0.007 0.000 0.000
H 5.17137 -1.59147 1.56570 -0.001 0.003 -0.002
H -2.74563 -1.24965 0.39857 -0.005 -0.008 -0.013
H -6.73696 0.01489 -0.48988 0.002 -0.002 -0.004
H -2.61623 1.86928 -5.95444 0.000 0.000 0.001
Cr 0.50235 -0.93432 0.08418 -0.096 -0.036 0.034
C -1.00774 0.04608 -3.62269 0.024 -0.030 0.005
C -0.32545 -3.23539 1.81561 0.003 -0.020 0.011
C -0.85244 -3.70952 -0.40256 0.012 -0.012 0.000
C 0.30950 -2.24904 2.71401 -0.002 -0.007 -0.018
C -3.43916 -0.45514 0.12734 -0.011 0.001 -0.018
H -4.21365 -0.57429 -2.81329 0.006 0.005 -0.002
H -1.25116 3.59233 -0.94233 0.004 0.003 -0.005
H -0.99338 -4.69014 3.25382 0.000 0.001 -0.002
H 0.24833 2.86240 -1.52788 0.002 0.001 0.004
C -1.19004 1.79143 3.03789 0.001 -0.027 -0.004
H 2.61716 1.66073 -1.37440 0.001 -0.001 0.007
C -2.30985 0.13514 4.41903 -0.014 0.003 -0.005
C -3.87075 1.82584 -0.40789 0.014 -0.009 -0.017
H 2.69177 0.64033 -4.75398 -0.007 -0.001 0.003
F 1.90726 0.67185 5.13326 0.009 0.012 0.014
N -0.29932 -2.90466 0.50702 0.052 0.073 -0.016
C 3.05721 2.04071 -0.45708 -0.001 -0.005 -0.005
C -5.22086 1.53587 -0.56700 -0.009 -0.011 0.009
F 0.01864 -3.55855 4.69617 -0.006 -0.004 0.011
H -2.21253 0.03624 2.30488 0.006 0.020 0.023
C 1.50919 -2.84449 -5.94152 -0.019 -0.012 0.015
H 3.85243 -2.76923 1.45906 0.008 0.000 -0.007
Ge -0.98678 1.21463 0.06920 -0.005 0.044 -0.007
H 1.00685 4.97995 2.79726 -0.002 0.000 -0.001
H 3.43791 -2.17389 -1.70715 0.005 0.008 -0.002
C -1.23319 2.00288 5.47825 -0.007 -0.002 0.002
H -1.91266 -1.13520 -2.08750 -0.005 -0.010 0.021
H 3.78611 4.98694 1.03657 0.001 -0.002 0.001
O 0.50973 -1.35000 -1.97820 -0.018 -0.054 -0.027
H -1.92179 -5.50901 -0.84682 -0.001 0.002 0.002
H -0.94425 2.55526 6.36535 0.000 -0.001 -0.001
H 2.85241 4.08410 -1.06929 0.002 -0.002 0.003
C 3.17987 3.40984 -0.28720 -0.009 0.001 -0.008
C 0.96812 -1.46033 4.92738 -0.001 -0.008 -0.005
C 0.76666 -1.03705 2.13719 0.042 -0.011 -0.001
C -2.94908 0.83815 -0.06229 -0.004 -0.001 -0.001
C -1.53434 -5.24112 1.26572 0.002 -0.007 -0.005
C -0.75089 2.25137 1.75616 0.032 0.012 -0.022
H 1.18652 -3.82360 -6.26988 0.002 0.001 -0.001
H 1.03801 -1.62502 5.99244 -0.001 0.001 -0.002
C 3.70186 3.91667 0.89591 -0.006 0.003 0.000
C 0.92353 -2.26258 -4.83172 0.012 -0.007 -0.020
C -3.36717 -0.18382 -3.36345 0.002 0.004 -0.002
H 0.14457 -2.76828 -4.27496 0.002 -0.002 -0.009
H -1.30654 2.37655 -2.22242 0.004 -0.002 0.013
H -5.91562 2.32336 -0.83489 0.003 0.000 0.000
C -4.78671 -0.75872 -0.02038 0.002 0.004 0.010
H -4.55958 0.92356 -4.75221 0.001 -0.003 -0.002
C 1.38580 -0.28256 4.33776 0.008 -0.009 -0.015
H -2.25137 0.47814 6.55697 0.002 0.000 0.000
H 4.29086 1.01584 2.52638 -0.004 0.002 -0.007
C 2.50761 -2.17005 -6.63829 0.009 0.018 0.000
C -1.17780 0.90308 -4.70292 -0.006 0.005 -0.008
H 0.24761 4.19211 5.00968 0.001 -0.001 -0.002
C -1.94196 0.59727 3.18860 0.005 -0.013 0.016
C -2.07969 -0.50315 -2.94758 -0.003 0.009 -0.029
H -0.77177 -3.37345 -1.42935 -0.013 0.015 -0.016
S 0.64025 -0.22978 -2.99544 0.046 0.075 0.006
C 0.43259 -2.41524 4.09276 -0.003 0.013 0.010
C -1.48394 -4.89033 -0.07649 0.005 -0.008 0.003
H -5.13715 -1.77158 0.14241 0.000 0.001 0.000
C -3.55593 0.66485 -4.44109 0.000 -0.003 -0.002
H 3.71394 -0.40065 -6.76341 0.000 -0.001 0.001
C -0.95477 -4.42086 2.21304 0.003 0.001 0.005
H 4.49427 3.44057 2.83245 -0.001 0.001 -0.001
C 3.46559 1.14795 0.54026 0.020 0.014 -0.001
C 4.10040 3.04978 1.90293 0.007 0.005 0.002
C 0.02499 3.38391 1.71487 -0.015 -0.007 0.003
C -0.80098 2.66279 -1.29770 -0.012 -0.001 0.004
C 0.38738 4.09459 2.88233 0.002 -0.002 -0.001
H 4.92437 -1.24225 -1.44034 -0.001 -0.001 0.012
C 1.29569 -0.05986 2.98199 0.003 0.016 -0.002
C -0.82725 2.49613 4.21238 -0.004 0.010 0.000
C -5.68397 0.24095 -0.37442 -0.007 0.010 0.005
C 2.35813 -0.32979 -5.10310 0.008 -0.005 0.020
```
Positions in Å, forces in eV/Å.

Results
Net charge ... 0
LUMO (spin up / spin down) ... 0.11 / -1.12 eV
Calculated total energy ... -5993.08049 a.u.
<S²> ... 8.7942
Orbital gap (spin up / spin down) ... 6.27 / 5.68 eV
Spin multiplicity ... 6

(2)
The following is a DFT calculation (the ωB97M-V functional and the def2-TZVPD basis) of a 3-piece molecular cluster, C24H47ClFN5O4 overall at a distorted geometry.

The geometry in XYZ format:
```
82
Properties=species:S:1:pos:R:3:forces:R:3
H 2.12778 -1.05078 2.49876 -0.064 -0.050 -0.023
H 1.48110 -2.20276 3.68247 0.023 0.135 -0.033
H 3.34997 4.26458 -3.96487 0.211 -0.622 1.131
C 5.16829 2.54490 0.06179 1.572 -0.137 0.144
H 6.29512 2.42306 0.33232 -1.730 0.789 -0.431
N 0.04417 -2.19415 1.05378 -0.372 -0.211 0.198
C -5.78564 -3.54745 0.61874 0.007 0.280 -0.154
C -0.12679 3.04275 -3.34260 2.340 0.330 -3.452
H 4.69192 5.72401 -5.45657 -0.502 1.720 0.958
H -0.37756 3.24529 -1.13520 0.425 1.097 -1.538
C 5.12215 3.53012 -1.20738 0.012 1.322 -0.264
C -4.44580 -5.37198 2.96935 -0.014 -0.272 0.016
H -0.59538 -1.85725 3.93428 0.025 0.090 -0.027
O 2.19272 3.39681 2.21540 -1.998 -3.013 -6.417
C -5.12786 -4.92598 0.63916 -0.154 -0.224 -0.217
N 3.45468 4.66563 -2.99909 0.305 2.368 -2.189
Cl -1.40363 1.69477 -3.44118 1.116 1.480 0.547
H 0.95688 -3.84314 1.97156 -0.230 0.153 -0.028
H 2.31728 -1.02740 -0.20405 -0.016 0.013 -0.071
H 2.17787 6.49364 -2.44631 1.052 -1.691 -0.418
O 4.44264 1.97193 -3.88776 -1.667 2.988 3.049
C 0.24835 -0.86992 0.47329 0.224 -0.225 -0.253
H -0.68772 -0.54376 0.00494 -0.076 -0.164 0.225
H 4.21240 0.86842 0.69659 0.566 -0.212 -1.286
H -0.91983 4.76012 -2.02888 1.058 -1.302 -0.443
H 2.97842 -2.55452 2.83633 -0.084 0.033 -0.018
H 4.35864 6.53927 -2.39732 0.228 -1.412 -1.409
H -1.34014 -3.33528 2.13761 0.188 0.021 -0.042
H -4.46520 -6.19983 3.68855 -0.146 -0.010 -0.114
N -5.29682 -5.74175 1.83912 0.338 -0.056 0.137
H -4.05921 -4.80923 0.42668 -0.043 -0.095 0.263
H 0.49214 -0.12335 1.24079 0.015 0.191 0.093
H 1.92793 -3.03684 0.79296 -0.114 0.142 -0.022
H -7.66026 -6.03724 0.28125 0.019 -0.067 0.022
H 4.69857 3.03876 1.00306 0.461 -0.936 -1.786
H -5.50766 -5.49522 -0.21631 -0.059 -0.037 0.143
H -4.49813 -3.19971 3.15240 -0.091 -0.004 0.013
H -5.21475 -2.81716 1.19315 -0.122 -0.013 0.040
H -6.81099 -3.56506 0.99648 0.068 -0.032 0.012
O 2.49627 1.35231 -2.84550 4.103 5.574 0.602
C 2.13317 5.40499 -2.80474 -3.087 0.548 0.131
C 1.95236 2.95681 1.05861 2.625 1.539 1.189
H -2.24764 -1.42937 3.52763 0.059 0.001 -0.028
H -6.65246 -6.73871 3.07377 0.232 0.173 0.013
C -0.11554 3.94415 -2.02317 0.395 -0.969 0.625
C -7.48876 -6.70899 1.12586 0.002 0.045 -0.091
C -1.22203 -1.44277 3.14414 -0.171 0.021 0.293
H -8.46900 -6.99750 1.51559 0.087 0.054 -0.004
H 3.24848 6.84224 -4.87775 1.603 -0.572 0.242
C 1.22673 -2.84363 1.61194 0.152 -0.003 -0.360
C 2.47236 3.77013 -0.98428 0.615 1.666 0.480
H -5.84379 -4.01528 3.97129 0.048 -0.013 -0.050
H 5.57085 5.39268 -3.18552 -1.784 -0.043 -0.031
H 2.91083 4.54901 -0.23540 -0.524 -1.159 -1.147
H -3.40364 -5.32160 2.63346 -0.141 0.017 -0.168
H 1.11407 -1.55660 -1.39818 0.018 0.011 0.120
C 1.32143 -0.82935 -0.60850 -0.074 0.080 0.065
N 4.65749 1.15997 -0.19972 -0.249 1.073 1.314
H -6.99488 -7.61289 0.75884 0.022 0.119 0.016
C -1.16316 -2.28598 1.87335 -0.030 -0.037 -0.274
C 4.31896 6.49194 -4.67370 0.072 -0.461 0.786
N 1.99168 2.59270 -0.18905 -0.337 2.081 4.722
C 3.56063 2.24893 -2.97532 -2.276 -6.849 -2.020
C 3.73173 3.55527 -2.00805 -1.692 -2.658 0.830
C 1.98343 -2.11159 2.71884 0.222 -0.063 0.247
O 0.61315 3.16429 -4.34708 -3.153 0.034 4.670
H -2.01814 -2.01095 1.24337 0.150 0.070 -0.086
H -0.92784 -0.40524 2.97110 0.020 -0.069 -0.019
H 1.05540 5.48917 -0.92650 0.068 -1.798 -1.061
H 5.41212 0.51387 -0.46777 -0.584 0.521 0.360
H 1.34927 0.16305 -1.06674 0.128 -0.146 0.003
H -7.20300 -5.14673 2.56864 -0.143 0.045 0.067
C -4.78332 -4.08620 3.71968 0.124 0.216 0.192
H 5.29577 4.60500 -0.79483 -0.182 -1.677 -0.603
H 1.56464 5.52724 -3.81053 1.128 -0.836 1.653
H -4.22413 -4.05364 4.66040 -0.039 -0.014 -0.065
F 5.13818 7.69038 -4.63023 -1.212 -2.326 -0.088
C 1.28875 4.62659 -1.67159 0.720 0.846 -0.081
H 5.98298 3.31571 -1.93888 -1.467 0.078 1.020
C 4.48219 5.73932 -3.22981 1.728 2.599 0.255
C -6.67109 -6.04337 2.22669 0.041 -0.042 -0.172
H -5.82826 -3.17789 -0.41143 0.009 -0.042 0.093
```
Positions in Å, forces in eV/Å.

Results
Net charge ... 0
LUMO ... -0.25 eV
SMILES ... NCC[C@@]1(C(=O)[O-])[C@H](N=C=O)[C@H](CC(=O)Cl)C[N@H+]1CCF.CCN(CC)CC.CCN(CC)CC
Calculated total energy ... -2077.21188 a.u.
Orbital gap ... 7.49 eV

(3)
The following is a DFT calculation (the ωB97M-V functional and the def2-TZVPD basis) of C5H7BaO3 as an isolated structure at a distorted geometry.

The geometry in XYZ format:
```
16
Properties=species:S:1:pos:R:3:forces:R:3
H -4.09210 -1.99020 0.79001 -0.065 0.291 0.064
H -3.54446 1.70178 0.56003 1.747 0.201 -0.670
C -0.06229 -0.22796 0.50068 2.051 0.877 -1.206
H -3.21588 0.55248 -1.49594 0.950 1.470 1.940
H -3.75599 -0.45395 1.76502 0.044 -0.254 -0.086
C -3.62033 -1.00435 0.82982 0.187 0.377 -0.752
O 0.70921 0.49294 1.15456 0.331 -0.084 0.369
C -2.24822 -1.03755 0.35653 0.369 -0.951 -0.562
Ba 3.09480 0.15731 -0.40878 -1.848 -0.155 0.615
O -1.35296 -0.33341 0.99550 -0.524 0.396 0.304
C -3.96428 -0.15678 -0.40434 -1.979 0.461 1.594
H -4.33036 1.91387 -1.04348 -0.097 -0.443 0.050
H -1.94051 -1.54520 -0.56222 0.009 -0.188 0.494
H -4.84586 -0.54455 -0.92193 0.782 -0.067 -0.797
C -3.67442 1.27480 -0.44381 -1.901 -1.442 -1.153
O 0.24601 -0.76868 -0.57714 -0.055 -0.490 -0.205
```
Positions in Å, forces in eV/Å.

Results
Net charge ... +2
LUMO (spin up / spin down) ... -7.89 / -7.89 eV
Calculated total energy ... -445.22273 a.u.
<S²> ... 0.7593
Orbital gap (spin up / spin down) ... 6.23 / 9.26 eV
Spin multiplicity ... 2

(4)
The following is a DFT calculation (the ωB97M-V functional and the def2-TZVPD basis) of a 5-piece molecular cluster, C2H15NO5 overall at a distorted geometry.

The geometry in XYZ format:
```
23
Properties=species:S:1:pos:R:3:forces:R:3
N -0.30312 -0.44458 -0.41680 -0.931 -0.448 -1.341
H 1.68757 0.13399 -1.27951 0.001 -0.095 0.401
O -2.44590 -2.12794 -0.44729 -0.355 -0.984 -0.198
H -0.89193 1.27549 -3.46752 -0.052 -0.052 0.209
H 0.78375 0.94675 0.61423 -0.265 0.168 0.016
H 1.81833 1.38732 -2.04611 0.066 0.286 0.121
H 1.89294 -1.31842 1.37863 0.173 -0.214 -0.033
C -0.24625 0.60586 0.54276 -0.873 0.980 2.212
O -0.25476 0.55899 -3.41833 0.217 -0.101 -0.429
O -0.58116 1.46899 2.77537 -0.587 0.200 -0.064
O 2.00134 1.03808 -1.16406 0.418 0.195 -0.906
C -0.72441 0.28344 2.00421 2.159 -0.529 -0.608
H -0.36163 0.12092 -2.56453 -0.046 0.221 0.396
O 2.48343 -0.93147 0.71975 -0.212 -0.220 0.556
H -1.68668 -0.22946 2.00255 -0.165 0.318 0.272
H -1.39536 1.69498 3.22717 -0.124 -0.034 -0.026
H -2.34636 -2.47977 -1.33885 -0.265 0.120 -0.258
H -2.11465 -2.87140 0.07416 -0.090 0.242 0.274
H -0.86040 1.50925 0.40256 0.172 -0.311 -1.222
H -1.22672 -0.83904 -0.68450 1.075 0.729 1.055
H 0.30995 -1.20268 -0.15475 0.029 -0.041 -0.038
H 2.62306 -0.05199 1.08982 0.229 0.159 -0.359
H 0.06484 -0.35732 2.43337 -0.575 -0.589 -0.030
```
Positions in Å, forces in eV/Å.

Results
Net charge ... 0
LUMO ... 0.25 eV
SMILES ... NCCO.O.O.O.O
Calculated total energy ... -516.10808 a.u.
Orbital gap ... 9.21 eV

(5)
The following is a DFT calculation (the ωB97M-V functional and the def2-TZVPD basis) of C5H6O2 as an isolated structure at a distorted geometry.

The geometry in XYZ format:
```
13
Properties=species:S:1:pos:R:3:forces:R:3
C 0.97024 0.21825 -0.68744 0.609 -0.131 -0.924
O 2.87408 -0.89461 0.53182 -0.001 0.214 -0.108
H -2.20223 -0.32384 0.87634 0.493 0.179 0.127
O 0.67370 -0.81543 1.12926 -0.351 -0.073 0.064
H -1.54442 -1.68516 -0.01194 -0.778 -0.682 -0.161
C 0.13361 1.25595 0.02462 0.636 -0.152 0.441
H -0.47062 1.88615 -0.62774 -0.029 -0.396 0.174
H 1.11615 0.22557 -1.74654 0.275 -0.096 -0.313
C -0.16530 -0.23368 0.10778 -2.088 2.866 1.218
H -2.09375 -0.23902 -0.86544 0.252 0.074 -0.209
H 0.53385 1.74344 0.90124 0.133 0.084 0.021
C 1.76143 -0.52907 0.34799 0.909 -0.291 -0.009
C -1.58674 -0.60853 0.02004 -0.059 -1.596 -0.319
```
Positions in Å, forces in eV/Å.

Results
Net charge ... 0
LUMO ... 0.81 eV
Calculated total energy ... -344.53749 a.u.
Orbital gap ... 10.77 eV

(6)
The following is a DFT calculation (the ωB97M-V functional and the def2-TZVPD basis) of a 3-piece molecular cluster, C4H13NO overall at a distorted geometry.

The geometry in XYZ format:
```
19
Properties=species:S:1:pos:R:3:forces:R:3
C 1.92950 -1.33777 -0.67992 -1.421 1.164 -0.096
H 2.89357 -1.87750 -0.54342 -0.626 0.617 -0.325
C -0.99473 -0.37026 0.58058 3.057 2.727 6.783
H -1.84715 1.42078 1.66033 0.181 -0.351 0.678
H 1.92251 -0.51046 -1.52941 0.287 -1.875 1.770
C -2.03413 0.81354 0.79535 -1.964 -1.943 -1.800
H -1.52382 -0.90763 -1.32034 0.645 0.662 1.144
H 1.36878 -1.38090 1.49994 -0.226 -0.514 -0.139
H -1.07505 -1.38711 1.06604 -0.220 1.134 -0.487
O -0.42370 1.43459 -1.47377 0.180 -1.904 -0.766
C 1.51280 -0.66671 0.69497 1.041 1.200 -0.020
H 2.36021 -0.04177 1.09336 -0.643 -0.444 -0.670
H -0.63128 0.76330 -2.18364 0.421 1.391 0.795
N 0.35175 0.26637 0.68797 -4.173 -3.771 -1.826
H 0.05543 0.73691 -0.31462 1.119 2.299 -1.403
H -1.16392 -0.63492 -0.53483 -0.929 -1.247 -4.113
H -3.16023 0.46762 0.70754 2.290 0.429 0.494
H 1.13250 -2.10122 -0.90568 0.851 0.664 -0.125
H -1.88476 1.47876 -0.06685 0.128 -0.237 0.106
```
Positions in Å, forces in eV/Å.

Results
Net charge ... 0
LUMO ... -1.93 eV
Calculated total energy ... -289.94024 a.u.
Orbital gap ... 6.77 eV